The following is a quantum chemistry calculation of an isolated molecule of C4H6F4OS3 in a non-equilibrium geometry, from OMol25.

The geometry in XYZ format:
```
18
Properties=species:S:1:pos:R:3
O -0.865 -0.702 0.783
S 0.325 -1.221 0.132
C -0.276 -2.447 -1.021
F 0.610 -3.310 -1.516
S 2.156 -0.174 1.595
C 0.813 0.693 2.543
F 0.311 1.762 1.781
C 0.645 0.024 -1.292
F 1.665 -0.530 -2.004
S -0.758 0.336 -2.310
C -1.409 1.397 -1.107
F -0.822 2.634 -1.072
H -0.934 -3.018 -0.442
H -0.118 0.067 2.711
H 1.353 1.153 3.336
H 0.994 0.880 -0.788
H -1.185 0.886 -0.186
H -2.506 1.570 -1.143
```

As for the total charge: 0. The total energy comes out at -1825.06474 a.u. The value obtained for the HOMO energy (alpha / beta) is -9.137 / -9.573 eV. As for the relative energy (zero: lowest compared OMol25 entry of this formula, charge and spin): 61.3 kcal/mol. The value obtained for the LUMO energy (alpha / beta) is -1.6671 / -2.1749 eV.


The following is a quantum chemistry calculation of a structure of composition C4H6FFeO4 in a non-equilibrium geometry, from OMol25.

The geometry in XYZ format:
```
16
Properties=species:S:1:pos:R:3
C 0.887 1.756 1.417
O 1.600 1.073 0.444
Fe 2.501 1.470 -1.114
H -0.075 1.252 1.635
H 1.443 1.812 2.374
H 0.659 2.795 1.108
C 0.572 -0.439 -1.125
O 0.485 -1.401 -0.185
C -0.855 -1.598 0.182
C -1.629 -0.893 -0.929
O -0.629 -0.096 -1.565
O 1.606 -0.226 -1.749
F -1.064 -0.998 1.393
H -1.050 -2.669 0.297
H -2.046 -1.599 -1.655
H -2.408 -0.238 -0.528
```

As for the total charge: +1. As for the spin multiplicity: 7. The total energy comes out at -1820.16164 a.u. The value obtained for the HOMO energy (alpha / beta) is -12.023 / -15.564 eV. As for the relative energy (zero: lowest compared OMol25 entry of this formula, charge and spin): 0.0 kcal/mol. The value obtained for the LUMO energy (alpha / beta) is -3.4089 / -7.3837 eV.


The following is a quantum chemistry calculation of a cluster of 2 separate species, C4H6FN in total in a non-equilibrium geometry, from OMol25.

The geometry in XYZ format:
```
12
Properties=species:S:1:pos:R:3
C 1.974 0.941 -0.251
C 1.286 -0.082 -0.344
C -0.454 -0.393 1.321
C 0.171 -0.802 0.038
N -1.461 0.425 -1.461
F -0.008 -2.036 -0.366
H 2.738 1.648 -0.248
H 0.072 -0.914 2.166
H -0.351 0.686 1.490
H -1.519 -0.703 1.301
H -0.876 1.221 -1.304
H -1.570 0.009 -2.341
```

As for the total charge: 0. The total energy comes out at -310.42638 a.u. The value obtained for the HOMO energy (alpha / beta) is -7.796 / -10.058 eV. As for the relative energy (zero: lowest compared OMol25 entry of this formula, charge and spin): 120.0 kcal/mol. The value obtained for the LUMO energy (alpha / beta) is -0.3161 / -0.1748 eV.


The following is a quantum chemistry calculation of an isolated molecule of C4H6FN in a non-equilibrium geometry, from OMol25.

The geometry in XYZ format:
```
12
Properties=species:S:1:pos:R:3
C -0.641 1.799 1.539
C -0.345 1.042 0.672
C 0.176 -0.002 -0.268
C 0.610 -1.268 0.273
N -0.786 -0.043 -1.286
F 1.433 0.598 -0.835
H -0.927 2.648 2.080
H 1.345 -1.918 -0.251
H 1.143 -1.083 1.184
H -0.187 -1.856 0.615
H -1.060 0.830 -1.675
H -0.764 -0.747 -2.048
```

As for the total charge: 0. The total energy comes out at -310.55258 a.u. The value obtained for the HOMO energy is -10.059 eV. As for the relative energy (zero: lowest compared OMol25 entry of this formula, charge and spin): 40.8 kcal/mol. The value obtained for the LUMO energy is 1.0574 eV.


The following is a quantum chemistry calculation of the ion C4H6FN2 with charge +1 in a non-equilibrium geometry, from OMol25.

The geometry in XYZ format:
```
13
Properties=species:S:1:pos:R:3
C 1.058 2.032 -0.137
C -1.000 0.027 0.317
C 1.419 -0.329 -0.033
C -2.309 -0.630 -0.113
N 0.121 -0.742 0.180
N 1.782 0.943 -0.089
F 2.377 -1.254 0.137
H 1.366 2.931 0.185
H -2.209 -1.427 -0.983
H -2.668 -0.956 0.868
H -2.849 0.288 -0.549
H 0.140 -1.803 0.326
H 2.772 0.920 -0.109
```

As for the total charge: +1. The total energy comes out at -364.86927 a.u. The value obtained for the HOMO energy (alpha / beta) is -13.321 / -13.216 eV. As for the relative energy (zero: lowest compared OMol25 entry of this formula, charge and spin): 161.2 kcal/mol. The value obtained for the LUMO energy (alpha / beta) is -6.2628 / -6.2113 eV.


The following is a quantum chemistry calculation of an isolated molecule of C4H6FN3O in a non-equilibrium geometry, from OMol25.

The geometry in XYZ format:
```
15
Properties=species:S:1:pos:R:3
N 0.957 -1.336 -0.211
C 0.010 -0.507 0.361
F 0.178 -0.377 1.742
C -0.105 1.044 -0.165
C -1.360 1.563 0.504
N -2.419 0.921 0.512
C -2.539 -0.387 0.114
O -3.494 -0.920 -0.442
N -1.297 -1.085 0.152
H 0.592 -2.217 -0.412
H 1.880 -1.487 0.342
H -0.174 0.925 -1.315
H 0.758 1.699 0.025
H -1.093 2.410 1.141
H -1.321 -1.964 -0.181
```

As for the total charge: 0. The total energy comes out at -495.37395 a.u. The value obtained for the HOMO energy is -9.943 eV. As for the relative energy (zero: lowest compared OMol25 entry of this formula, charge and spin): 22.6 kcal/mol. The value obtained for the LUMO energy is 0.0282 eV.